Computed, not measured: the molecule CH3I2O2P, with ωB97M-V/def2-TZVPD.

Atoms and positions in Å:
1 C 0.226 -1.319 0.001
2 O -1.142 2.132 -1.194
3 O -0.638 -0.278 -0.536
4 P -0.455 1.240 -0.231
5 I 1.911 1.695 -0.212
6 I -1.205 1.390 2.070
7 H -0.059 -2.119 -0.591
8 H 0.006 -1.597 0.954
9 H 1.356 -1.145 -0.260

Summary:
**Energy relative to the best compared isomer or geometry (same formula, charge and spin)**: 13.5 kJ/mol
**E_tot**: -1127.1882 Ha
**F_max**: 4.38 eV/Å
**HOMO-LUMO gap**: 9.14 eV
**SMILES**: COP(=O)(I)I
**Highest occupied orbital energy**: -10.0 eV

Computed, not measured: a 4-piece molecular cluster, C2H14N2O3 overall, with ωB97M-V/def2-TZVPD.

Atoms and positions in Å:
1 N 0.269 -1.141 0.376
2 C -1.166 -0.975 0.635
3 C -1.994 -0.585 -0.572
4 N -3.400 -0.401 -0.131
5 H 0.244 -1.429 -0.609
6 H 0.845 -0.302 0.402
7 H -1.591 -1.937 0.988
8 H -1.286 -0.251 1.455
9 H -2.044 -1.407 -1.296
10 H -1.541 0.335 -0.972
11 H -3.703 0.336 -0.800
12 H -3.532 -0.307 0.872
13 H 0.378 4.727 0.950
14 H 1.087 5.956 0.440
15 O 1.216 5.000 0.568
16 H 4.316 0.445 -1.020
17 H 3.526 1.821 -1.154
18 O 3.435 0.834 -1.028
19 H 1.285 -3.100 0.795
20 H 1.834 -3.762 -0.426
21 O 1.821 -3.857 0.526

Summary:
**Energy relative to the best compared isomer or geometry (same formula, charge and spin)**: 134.4 kJ/mol
**E_tot**: -419.7887 Ha
**F_max**: 2.16 eV/Å
**HOMO-LUMO gap**: 9.69 eV
**SMILES**: NCCN.O.O.O
**Highest occupied orbital energy**: -9.2 eV

Computed, not measured: a 2-piece molecular cluster, C6H12O overall, with ωB97M-V/def2-TZVPD.

Atoms and positions in Å:
1 C -0.029 1.219 -2.460
2 C -0.092 1.117 -0.761
3 O -1.116 1.818 -0.131
4 C -0.145 -0.196 -1.241
5 C 0.054 -2.133 0.710
6 C -0.148 -1.294 1.725
7 C 0.899 -0.334 2.232
8 H 0.986 1.099 -2.836
9 H -0.332 2.270 -2.505
10 H -0.742 0.666 -3.077
11 H 0.861 1.586 -0.511
12 H -1.683 1.165 0.304
13 H -1.211 -0.495 -1.270
14 H 1.000 -2.162 0.176
15 H -0.726 -2.799 0.348
16 H -1.118 -1.287 2.224
17 H 1.108 0.446 1.491
18 H 1.845 -0.849 2.429
19 H 0.586 0.163 3.154

Summary:
**Energy relative to the best compared isomer or geometry (same formula, charge and spin)**: 500.7 kJ/mol
**E_tot**: -310.8686 Ha
**F_max**: 0.44 eV/Å
**HOMO-LUMO gap**: 9.26 eV
**Highest occupied orbital energy**: -8.3 eV

Computed, not measured: an isolated ion of composition CH4N3 and charge +1, with ωB97M-V/def2-TZVPD.

Atoms and positions in Å:
1 C -0.010 0.027 0.162
2 N -1.020 0.686 0.606
3 N 1.158 -0.448 0.733
4 N -0.098 -0.194 -1.156
5 H -1.495 0.770 1.546
6 H 1.762 0.065 1.479
7 H -0.859 0.007 -1.857
8 H 0.562 -0.914 -1.513

Summary:
**Energy relative to the best compared isomer or geometry (same formula, charge and spin)**: 0.0 kJ/mol
**E_tot**: -204.3514 Ha
**F_max**: 3.69 eV/Å
**2S+1**: 3
**HOMO-LUMO gap (alpha / beta)**: 13.33 / 7.83 eV
**Highest occupied orbital energy (alpha / beta)**: -17.3 / -16.2 eV
**Net charge**: +1

Computed, not measured: C18H42InN6O6 as an isolated structure, with ωB97M-V/def2-TZVPD.

Atoms and positions in Å:
1 In -9.942 15.501 14.235
2 C -11.767 9.417 12.147
3 C -11.296 9.973 13.484
4 O -11.017 11.194 13.502
5 N -11.131 9.158 14.457
6 C -10.678 9.307 15.862
7 H -12.534 8.660 12.311
8 H -10.991 8.898 11.585
9 H -12.103 10.154 11.417
10 H -11.214 8.166 14.286
11 H -11.277 8.792 16.613
12 H -10.774 10.375 16.059
13 H -9.589 9.274 15.886
14 C -15.189 11.902 14.714
15 C -14.529 12.714 15.798
16 O -13.744 13.606 15.522
17 N -15.074 12.495 16.968
18 C -14.831 13.438 18.150
19 H -15.157 10.831 14.910
20 H -14.677 12.071 13.767
21 H -16.213 12.266 14.623
22 H -15.782 11.779 17.048
23 H -15.655 13.403 18.864
24 H -14.815 14.491 17.872
25 H -13.976 13.301 18.812
26 C -4.978 16.471 11.031
27 C -5.725 15.245 10.652
28 O -6.802 15.024 11.098
29 N -5.086 14.455 9.703
30 C -5.652 13.132 9.525
31 H -4.850 17.221 10.251
32 H -3.975 16.213 11.369
33 H -5.447 16.986 11.870
34 H -4.086 14.534 9.579
35 H -6.737 13.205 9.600
36 H -5.260 12.371 10.199
37 H -5.466 12.817 8.499
38 C -13.763 19.152 10.315
39 C -14.056 18.612 11.645
40 O -13.191 17.932 12.311
41 N -15.247 18.795 12.117
42 C -15.713 18.476 13.440
43 H -13.912 20.230 10.366
44 H -14.403 18.837 9.491
45 H -12.726 19.088 9.985
46 H -15.964 19.156 11.504
47 H -15.570 17.420 13.669
48 H -16.792 18.631 13.418
49 H -15.339 19.159 14.203
50 C -4.902 10.983 15.595
51 C -5.231 12.240 14.807
52 O -6.396 12.555 14.552
53 N -4.259 12.986 14.348
54 C -2.781 12.780 14.205
55 H -5.155 11.128 16.645
56 H -3.857 10.673 15.604
57 H -5.364 10.083 15.190
58 H -4.518 13.868 13.929
59 H -2.356 12.431 15.146
60 H -2.352 13.726 13.875
61 H -2.661 12.040 13.413
62 C -4.454 18.569 16.895
63 C -5.957 18.412 16.682
64 O -6.318 17.401 16.134
65 N -6.751 19.402 17.016
66 C -6.305 20.661 17.544
67 H -4.198 19.589 16.609
68 H -3.791 17.784 16.531
69 H -4.281 18.481 17.968
70 H -7.750 19.280 16.942
71 H -7.057 21.325 17.969
72 H -5.850 21.419 16.906
73 H -5.706 20.464 18.433

Summary:
**Energy relative to the best compared isomer or geometry (same formula, charge and spin)**: 567.4 kJ/mol
**E_tot**: -1680.0102 Ha
**F_max**: 4.75 eV/Å
**HOMO-LUMO gap**: 1.64 eV
**Highest occupied orbital energy**: -15.7 eV
**Net charge**: +3

Computed, not measured: C53H52N6O4S2SeSiW as an isolated structure, with ωB97M-V/def2-TZVPD.

Atoms and positions in Å:
1 W -0.018 -0.893 1.417
2 O -1.049 -1.323 5.126
3 C -0.815 -0.684 4.106
4 N 0.341 -0.639 3.411
5 C 1.557 -1.133 4.018
6 C 2.573 -1.380 2.944
7 C 3.895 -1.714 3.216
8 C 4.771 -1.888 2.164
9 C 4.317 -1.729 0.858
10 C 2.992 -1.414 0.658
11 N 2.144 -1.244 1.684
12 C -1.823 0.249 3.487
13 C -2.783 0.929 4.202
14 C -3.503 1.916 3.537
15 C -3.270 2.143 2.193
16 C -2.314 1.379 1.539
17 N -1.590 0.474 2.185
18 H 1.954 -0.388 4.716
19 H 1.389 -2.045 4.600
20 H 4.219 -1.820 4.243
21 H 5.805 -2.144 2.355
22 H 4.974 -1.851 0.009
23 H 2.568 -1.292 -0.329
24 H -2.934 0.701 5.247
25 H -4.251 2.492 4.067
26 H -3.822 2.887 1.635
27 H -2.133 1.491 0.479
28 C 0.276 -4.475 -5.627
29 C -0.013 -3.335 -4.695
30 C -1.271 -3.162 -4.133
31 C -1.524 -2.103 -3.269
32 C -0.512 -1.202 -2.981
33 C 0.762 -1.361 -3.523
34 C 0.998 -2.420 -4.371
35 S -0.896 0.028 -1.769
36 O 0.156 -0.263 -0.688
37 C -0.282 1.528 -2.609
38 C -0.322 1.475 -4.027
39 C 0.189 2.485 -4.780
40 C 0.828 3.583 -4.163
41 C 1.456 4.584 -4.943
42 C 2.041 5.662 -4.349
43 C 2.008 5.786 -2.944
44 C 1.395 4.843 -2.171
45 C 0.795 3.693 -2.752
46 C 0.151 2.671 -1.962
47 C -0.304 3.202 -0.625
48 C -1.542 3.934 -0.712
49 C -2.389 3.875 -1.856
50 C -3.576 4.545 -1.893
51 C -3.996 5.345 -0.806
52 C -3.199 5.453 0.293
53 C -1.966 4.755 0.367
54 C -1.154 4.884 1.513
55 C 0.005 4.177 1.607
56 C 0.417 3.340 0.546
57 S 1.691 2.239 1.179
58 O 0.788 1.026 1.331
59 C 2.991 1.949 0.024
60 C 4.217 2.349 0.564
61 C 5.380 2.195 -0.171
62 C 5.347 1.635 -1.445
63 C 6.601 1.501 -2.257
64 C 4.115 1.220 -1.957
65 C 2.945 1.369 -1.238
66 H -0.624 -5.046 -5.850
67 H 1.009 -5.154 -5.189
68 H 0.692 -4.113 -6.567
69 H -2.065 -3.858 -4.370
70 H -2.500 -1.983 -2.816
71 H 1.552 -0.656 -3.299
72 H 1.981 -2.546 -4.808
73 H -0.761 0.623 -4.521
74 H 0.136 2.441 -5.860
75 H 1.462 4.474 -6.020
76 H 2.523 6.424 -4.947
77 H 2.470 6.644 -2.475
78 H 1.381 4.977 -1.099
79 H -2.099 3.290 -2.717
80 H -4.201 4.473 -2.773
81 H -4.935 5.878 -0.860
82 H -3.488 6.075 1.131
83 H -1.464 5.541 2.315
84 H 0.621 4.246 2.494
85 H 4.258 2.780 1.557
86 H 6.325 2.511 0.253
87 H 7.471 1.345 -1.621
88 H 6.774 2.413 -2.831
89 H 6.532 0.676 -2.965
90 H 4.077 0.771 -2.943
91 H 2.009 1.015 -1.635
92 C -5.167 -0.881 1.809
93 Si -4.087 -2.399 1.685
94 C -3.695 -3.082 3.385
95 C -5.002 -3.700 0.701
96 Se -2.233 -2.004 0.397
97 H -6.117 -1.159 2.274
98 H -5.391 -0.486 0.816
99 H -4.727 -0.090 2.411
100 H -4.633 -3.338 3.883
101 H -3.158 -2.380 4.026
102 H -3.110 -4.000 3.301
103 H -5.921 -3.984 1.220
104 H -4.401 -4.599 0.558
105 H -5.280 -3.322 -0.285
106 C -0.297 -6.759 3.108
107 N -0.165 -5.422 2.557
108 C 0.297 -5.135 1.203
109 C 0.334 -3.635 1.259
110 O 0.559 -2.804 0.355
111 N -0.012 -3.191 2.459
112 C -0.293 -4.272 3.227
113 N -0.611 -4.153 4.502
114 H -0.507 -7.452 2.298
115 H -1.140 -6.800 3.797
116 H 0.612 -7.076 3.622
117 H -0.415 -5.471 0.446
118 H 1.278 -5.569 1.001
119 H -0.783 -3.214 4.869
120 H -0.867 -4.952 5.057

Summary:
**Energy relative to the best compared isomer or geometry (same formula, charge and spin)**: 0.0 kJ/mol
**E_tot**: -6234.4454 Ha
**F_max**: 0.86 eV/Å
**HOMO-LUMO gap**: 6.74 eV
**Highest occupied orbital energy**: -11.5 eV
**Net charge**: +2

Computed, not measured: the molecule C2H7N2OPS, with ωB97M-V/def2-TZVPD.

Atoms and positions in Å:
1 C 0.591 0.602 1.054
2 C 1.809 -0.128 0.608
3 N -0.109 1.115 -0.101
4 N -1.449 -1.178 -0.559
5 O -1.650 0.857 -2.167
6 P -0.733 0.140 -1.295
7 S 2.250 -1.576 1.166
8 H -0.030 -0.059 1.672
9 H 0.907 1.451 1.675
10 H 0.427 -0.326 -1.910
11 H 2.408 0.372 -0.147
12 H -0.637 1.967 0.012
13 H -2.221 -1.539 -1.100
14 H -0.886 -1.910 -0.152

Summary:
**Energy relative to the best compared isomer or geometry (same formula, charge and spin)**: 152.1 kJ/mol
**E_tot**: -1004.7299 Ha
**F_max**: 0.99 eV/Å
**HOMO-LUMO gap**: 8.56 eV
**SMILES**: N[P@@H](=O)NCC=S
**Highest occupied orbital energy**: -9.3 eV

Computed, not measured: a 2-piece molecular cluster, C7H6N2O4S overall, with ωB97M-V/def2-TZVPD.

Atoms and positions in Å:
1 C 1.121 -1.362 0.765
2 C 0.186 -0.919 1.733
3 C 1.093 -0.851 -0.517
4 C -0.789 -0.029 1.360
5 C 0.092 -0.026 -1.021
6 C -1.087 0.170 -0.032
7 C 0.307 0.591 -2.190
8 N -2.255 0.673 -0.467
9 N -3.562 0.626 0.027
10 O -3.942 -0.322 0.628
11 O -4.144 1.624 -0.169
12 O 3.077 1.229 -0.878
13 O 3.888 -0.035 1.086
14 S 3.116 1.029 0.581
15 H 1.751 -2.261 0.940
16 H 0.320 -0.910 2.765
17 H 1.880 -0.980 -1.264
18 H -1.591 0.155 2.047
19 H -0.424 1.387 -2.478
20 H 0.964 0.212 -2.916

Summary:
**Energy relative to the best compared isomer or geometry (same formula, charge and spin)**: 318.0 kJ/mol
**E_tot**: -1078.7573 Ha
**F_max**: 4.01 eV/Å
**HOMO-LUMO gap (alpha / beta)**: 6.99 / 7.00 eV
**Highest occupied orbital energy (alpha / beta)**: -8.9 / -8.9 eV

Computed, not measured: C5H13NO5PS2 as an isolated structure, with ωB97M-V/def2-TZVPD.

Atoms and positions in Å:
1 C 0.254 -3.312 -1.404
2 C 0.640 -2.726 -0.033
3 P -0.461 -1.290 0.326
4 C -1.759 -1.819 1.516
5 S 0.774 0.043 1.479
6 O 1.898 0.408 0.647
7 O 1.175 -0.702 2.652
8 N -0.125 1.253 1.986
9 S -0.828 2.236 0.884
10 O -0.447 3.595 1.117
11 O -2.256 2.048 0.948
12 C -0.370 1.886 -0.867
13 O -0.189 3.121 -1.517
14 C 1.179 3.504 -1.527
15 H 1.135 -3.649 -1.936
16 H -0.199 -2.528 -1.995
17 H -0.440 -4.134 -1.290
18 H 0.542 -3.470 0.748
19 H 1.663 -2.379 -0.076
20 H -2.692 -1.828 0.975
21 H -1.540 -2.787 1.941
22 H -1.816 -1.061 2.286
23 H -1.225 1.423 -1.326
24 H 0.537 1.314 -0.961
25 H 1.222 4.541 -1.832
26 H 1.585 3.433 -0.526
27 H 1.743 2.881 -2.214

Summary:
**Energy relative to the best compared isomer or geometry (same formula, charge and spin)**: 54.9 kJ/mol
**E_tot**: -1767.0061 Ha
**F_max**: 1.84 eV/Å
**HOMO-LUMO gap**: 8.43 eV
**Highest occupied orbital energy**: -5.2 eV
**Net charge**: -1

Computed, not measured: an isolated ion of composition C3H3OS2 and charge -1, with ωB97M-V/def2-TZVPD.

Atoms and positions in Å:
1 C 0.379 0.245 1.514
2 C 0.334 0.447 -0.093
3 C -0.629 -0.253 -1.166
4 O 1.324 0.998 -0.546
5 S 0.682 -1.377 1.767
6 S 0.144 1.510 2.497
7 H -0.252 -1.302 -0.915
8 H -0.350 -0.041 -2.074
9 H -1.632 -0.227 -0.985

Summary:
**Energy relative to the best compared isomer or geometry (same formula, charge and spin)**: 87.3 kJ/mol
**E_tot**: -987.7521 Ha
**F_max**: 7.85 eV/Å
**HOMO-LUMO gap**: 7.49 eV
**SMILES**: CC(=O)C(=S)[S-]
**Highest occupied orbital energy**: -3.7 eV
**Net charge**: -1

Computed, not measured: a 6-piece molecular cluster, C5H20ClN10O5 overall, with ωB97M-V/def2-TZVPD.

Atoms and positions in Å:
1 Cl -2.103 -0.882 1.501
2 C -0.727 -1.908 7.579
3 O -0.148 -1.744 8.687
4 N -0.803 -2.957 6.803
5 N -1.505 -1.073 7.039
6 H -0.172 -3.741 6.888
7 H -1.099 -2.784 5.853
8 H -1.602 -1.205 6.042
9 H -1.677 -0.164 7.444
10 C 1.963 -3.914 -3.623
11 O 2.686 -4.274 -4.512
12 N 1.914 -2.738 -3.037
13 N 1.083 -4.659 -2.950
14 H 1.075 -2.363 -2.619
15 H 2.585 -2.044 -3.332
16 H 0.645 -4.224 -2.150
17 H 0.947 -5.610 -3.259
18 C 0.735 4.482 -2.834
19 O 0.956 3.709 -3.772
20 N 0.768 5.764 -2.949
21 N 0.164 4.229 -1.707
22 H 0.552 6.296 -2.118
23 H 0.939 6.269 -3.808
24 H -0.228 3.302 -1.623
25 H -0.010 4.943 -1.014
26 C 3.694 -0.147 3.384
27 O 4.721 -0.186 4.008
28 N 3.380 -1.147 2.616
29 N 2.749 0.760 3.411
30 H 4.035 -1.915 2.650
31 H 2.636 -1.128 1.933
32 H 2.474 1.314 4.210
33 H 1.954 0.467 2.862
34 C -4.545 0.924 -4.706
35 O -5.541 0.220 -4.812
36 N -4.311 1.925 -5.478
37 N -3.537 0.787 -3.830
38 H -4.957 1.692 -6.219
39 H -3.384 2.274 -5.673
40 H -3.731 0.380 -2.926
41 H -2.576 1.071 -3.956

Summary:
**Energy relative to the best compared isomer or geometry (same formula, charge and spin)**: 544.9 kJ/mol
**E_tot**: -1586.6239 Ha
**F_max**: 7.52 eV/Å
**HOMO-LUMO gap**: 6.65 eV
**Highest occupied orbital energy**: -4.7 eV
**Net charge**: -1

Computed, not measured: C20H25N3O3PbS2 as an isolated structure, with ωB97M-V/def2-TZVPD.

Atoms and positions in Å:
1 C -0.765 2.256 -3.830
2 C -2.043 1.863 -4.411
3 H -0.281 3.027 -4.460
4 H -0.025 1.445 -4.000
5 C -2.797 0.860 -3.906
6 C -2.424 0.208 -2.681
7 H -1.458 -0.350 -2.734
8 H -3.269 -0.360 -2.266
9 C -2.298 2.532 -5.682
10 H -1.696 3.416 -5.896
11 H -3.325 2.842 -5.664
12 H -2.193 1.874 -6.533
13 C -3.894 0.341 -4.878
14 H -3.581 -0.089 -5.865
15 H -4.665 1.096 -5.126
16 H -4.440 -0.467 -4.384
17 Pb 2.234 -1.637 0.907
18 O 0.599 0.410 -0.735
19 C -0.580 0.775 -0.607
20 O 0.277 -1.025 1.772
21 C -0.816 -0.395 1.702
22 O -1.657 -0.590 2.700
23 N -1.285 0.497 0.766
24 C -2.764 0.312 2.538
25 C -2.662 0.866 1.143
26 H -2.720 1.140 3.259
27 H -3.704 -0.214 2.714
28 H -2.741 1.959 1.121
29 H -3.354 0.354 0.462
30 C -1.533 1.349 -1.615
31 C -0.887 2.530 -2.424
32 H -2.299 1.870 -0.925
33 H 0.152 2.919 -2.177
34 H -1.441 3.436 -2.185
35 C 0.920 -4.825 2.814
36 C 2.093 -4.173 3.394
37 N 2.597 -3.031 2.985
38 C 3.619 -2.570 3.843
39 C 3.905 -3.436 4.875
40 S 2.872 -4.821 4.824
41 C 4.145 -1.251 3.621
42 C 5.088 -0.533 4.333
43 S 5.261 1.055 3.706
44 C 4.028 0.701 2.509
45 N 3.562 -0.525 2.580
46 C 3.561 1.699 1.551
47 H 1.229 -5.427 1.966
48 H 0.554 -5.486 3.586
49 H 0.157 -4.104 2.550
50 H 4.684 -3.261 5.621
51 H 5.650 -0.957 5.145
52 H 3.392 2.630 2.115
53 H 4.380 1.868 0.836
54 H 2.638 1.397 1.041

Summary:
**Energy relative to the best compared isomer or geometry (same formula, charge and spin)**: 133.5 kJ/mol
**E_tot**: -2155.7832 Ha
**F_max**: 3.95 eV/Å
**HOMO-LUMO gap**: 6.53 eV
**Highest occupied orbital energy**: -12.7 eV
**Net charge**: +2